Record 1
{"formula": "C18H24ClN3O6PS", "method": "ωB97M-V/def2-TZVPD", "multiplicity": 1, "orbital_gap_ev": 4.59, "e_lumo_ev": -5.56, "total_charge": 1, "energy_ev": -68443.8282, "species": ["C", "O", "H", "N", "O", "C", "C", "H", "H", "C", "C", "H", "H", "H", "H", "H", "C", "C", "H", "C", "H", "O", "S", "C", "H", "C", "H", "O", "H", "H", "H", "O", "H", "H", "C", "H", "N", "C", "H", "H", "H", "C", "H", "H", "H", "C", "C", "N", "O", "P", "C", "C", "Cl", "C"], "positions_angstrom": [[-0.79659, -0.37024, 2.57489], [4.81794, 2.33501, -0.86293], [-2.43016, 4.07974, 1.99499], [0.66367, -5.38977, -0.28187], [-0.22170, 1.24548, -4.59325], [3.69861, 2.55369, -0.31702], [-0.26540, -1.69632, 1.79328], [-0.27356, 0.52414, 2.09157], [2.37182, 0.71557, -0.67189], [2.44833, -6.46894, 0.47351], [1.69985, -5.99774, 1.58155], [3.65578, 0.54683, 0.63175], [2.10817, 1.48734, 1.00700], [2.00802, -6.23489, -1.70899], [3.37099, -7.02954, 0.50485], [-1.10835, -2.47338, 1.65941], [-0.31117, 3.07505, -0.69658], [-0.55082, 1.98373, -1.78267], [0.15880, -1.39704, 0.75845], [-1.28153, 2.83634, 0.54935], [1.21017, 4.39980, -1.79998], [3.31729, 3.92931, -0.17648], [-2.64944, -0.22737, 2.56448], [-1.31365, 3.81067, 1.82314], [-4.28407, -0.13445, -0.88607], [-2.95394, -1.18323, -2.32529], [-0.47260, -0.50323, 3.67913], [2.05074, 1.38655, -3.09103], [1.93708, -6.12643, 2.62756], [-0.90386, 3.32615, 2.77649], [-2.99785, -1.26405, -0.04504], [1.77875, 4.08278, 1.52353], [-0.79468, 4.80306, 1.56121], [-4.26178, 1.02790, 1.11082], [-3.20412, 1.24126, 1.53744], [0.15912, 5.26432, -0.54007], [-1.40953, 0.87009, -1.83076], [0.60332, -5.33974, 1.08157], [-0.21446, -4.83819, 1.57701], [-0.21055, 0.30293, -4.27946], [0.60343, -2.15484, 2.40570], [1.78233, -6.08090, -0.66448], [2.66690, 1.69743, -3.79999], [-0.01302, -4.98105, -0.90675], [-3.33164, 2.10913, 2.26792], [2.87665, 1.28044, 0.18668], [0.72723, 4.28255, -0.76448], [-2.21910, 0.68664, -0.78764], [-3.48006, -0.68699, -3.35977], [0.53941, 2.20159, -3.36397], [-3.18134, -0.48674, -0.86127], [1.96749, 4.08523, 0.26810], [-1.91032, -2.69338, -2.53626], [-2.17661, 1.58773, 0.32261]], "nbo_charge": [-0.551, -0.513, 0.249, -0.511, -0.932, 0.773, -0.639, 0.222, 0.266, -0.302, -0.290, 0.286, 0.225, 0.214, 0.230, 0.223, 0.095, -0.136, 0.208, 0.070, 0.288, -0.510, 0.209, -0.670, 0.281, 0.532, 0.257, -0.978, 0.224, 0.280, 0.289, -0.516, 0.269, 0.266, -0.593, 0.293, -0.162, -0.093, 0.199, 0.493, 0.247, -0.076, 0.521, 0.405, 0.262, -0.761, -0.582, -0.119, -0.454, 1.297, -0.327, 0.807, -0.032, 0.264]}

=====

Record 2
{"formula": "C18H24F3N3O2", "method": "ωB97M-V/def2-TZVPD", "multiplicity": 1, "orbital_gap_ev": 8.95, "e_above_lowest_kcal_mol": 0.0, "e_lumo_ev": 0.64, "smiles": "O=C(NCc1ccc(OC(F)(F)F)cc1)N1CCC[C@H]1CN1CCCC1", "energy_ev": -35773.1207, "species": ["C", "C", "H", "H", "H", "C", "H", "N", "C", "H", "C", "H", "N", "H", "H", "H", "C", "C", "C", "H", "H", "F", "C", "F", "F", "C", "H", "C", "C", "H", "O", "C", "H", "H", "H", "O", "H", "C", "H", "H", "H", "H", "C", "C", "N", "H", "H", "H", "C", "C"], "positions_angstrom": [[3.26680, -1.85020, 3.58720], [-0.26606, -1.52097, -4.17166], [0.04354, 1.77294, -1.79852], [-0.54237, -0.13317, 1.34149], [0.04445, -1.62109, -5.23564], [0.46671, -0.03695, 0.93703], [3.96610, -2.99657, 1.82144], [-1.35074, 2.41699, 0.21400], [2.32441, -0.94855, 4.00833], [-2.75236, -0.88777, -2.27513], [1.47354, -0.66289, 1.78901], [0.47765, -0.57619, -0.03369], [-0.92975, 0.12647, -2.62573], [-4.00370, 1.20485, -1.21162], [0.67662, 0.32158, 3.61077], [-0.05089, 0.62630, -4.39667], [-1.76331, -1.67131, -3.96061], [0.09688, -0.14865, -3.64804], [3.29828, -2.18207, 2.22875], [-1.87312, 0.50570, -0.35395], [-2.75002, 0.22661, -3.65919], [3.97680, -4.68524, 4.04578], [-0.97293, 1.48186, -2.04870], [5.77468, -3.40471, 3.59470], [5.27395, -3.85558, 5.70110], [-3.28265, 1.96916, -1.02885], [-1.97655, -2.63402, -3.47881], [2.42210, -1.56465, 1.33873], [1.41765, -0.35304, 3.14493], [2.47232, -1.83346, 0.29130], [3.96974, -2.41245, 4.63288], [4.73064, -3.61446, 4.47953], [-2.38371, 3.30005, 1.86855], [-2.31734, -1.63110, -4.87534], [2.39295, -0.65356, 5.06312], [0.31995, 3.31926, 1.45835], [-1.33598, 2.20260, -2.80399], [-0.08176, 2.37808, 0.80717], [-4.12137, 1.99431, 0.99769], [0.31358, -2.29025, -3.63323], [-4.47212, 3.48933, 0.10247], [-2.19694, 4.28548, 0.42685], [-3.69480, 2.71500, 0.26377], [-2.18431, -0.48472, -3.11017], [0.82088, 1.37055, 0.68707], [1.10700, -0.10166, -3.24898], [-3.30395, 2.65399, -1.86723], [1.71172, 1.60616, 1.02174], [-2.39499, 3.27116, 0.79207], [-1.83720, 1.51687, -0.79008]], "nbo_charge": [0.276, -0.408, 0.220, 0.206, 0.212, -0.244, 0.234, -0.462, -0.259, 0.195, -0.084, 0.202, -0.445, 0.218, 0.219, 0.156, -0.413, -0.213, -0.269, 0.188, 0.166, -0.313, -0.220, -0.326, -0.299, -0.394, 0.210, -0.182, -0.124, 0.220, -0.498, 1.176, 0.211, 0.209, 0.228, -0.658, 0.162, 0.789, 0.198, 0.206, 0.222, 0.196, -0.409, -0.224, -0.638, 0.202, 0.200, 0.406, -0.204, -0.039]}

=====

Record 3
{"formula": "C18H24F5N3O21", "method": "ωB97M-V/def2-TZVPD", "multiplicity": 1, "orbital_gap_ev": 10.81, "e_above_lowest_kcal_mol": 11.3, "e_lumo_ev": -0.53, "smiles": "O=C1OC[C@@H](F)O1.O=C1OC[C@@H](F)O1.O=C1OC[C@@H](F)O1.O=C1OC[C@@H](F)O1.O=C1OC[C@@H](F)O1.C[N+](=O)[O-].C[N+](=O)[O-].C[N+](=O)[O-]", "energy_ev": -80102.6050, "species": ["F", "H", "H", "N", "C", "N", "C", "H", "C", "O", "H", "O", "C", "H", "C", "H", "H", "C", "H", "C", "H", "O", "O", "F", "C", "O", "H", "F", "O", "O", "C", "O", "O", "O", "C", "O", "O", "F", "O", "O", "H", "O", "H", "O", "C", "N", "H", "H", "C", "H", "H", "O", "O", "C", "C", "C", "H", "H", "H", "O", "C", "H", "O", "H", "H", "O", "H", "C", "H", "C", "F"], "positions_angstrom": [[-0.16378, -5.80236, -3.77759], [2.88695, 4.12494, -0.49113], [-1.72696, -6.37395, -2.64311], [1.10529, 0.03783, -0.63951], [-2.10749, -1.53493, 5.21030], [6.27539, -0.59770, 0.99941], [-0.12624, -5.55198, -1.41407], [-1.18360, 5.74578, -2.94974], [1.37600, 4.64981, 0.92384], [7.29627, -0.13252, 0.54981], [0.83717, -5.10798, -1.67038], [0.56731, -8.77101, -0.55227], [-0.37257, 5.09362, -4.93421], [-4.11573, 3.31508, -1.34762], [0.74517, -1.30238, -0.13277], [4.62373, -1.83583, 0.56086], [4.80484, -0.27394, -0.37819], [-3.93999, 1.08191, 0.29687], [5.75899, -1.72172, -0.75893], [-0.25506, 2.97339, -4.11913], [-0.12434, -1.35786, 0.51024], [0.00249, -6.59348, -0.46106], [-1.33090, -0.86931, 4.34338], [2.55101, 5.02806, 1.56967], [1.80081, 4.11132, -0.46607], [-4.55205, 0.18341, 0.77560], [-2.21867, 2.09735, -2.00858], [-2.58191, 0.82525, 3.48046], [-1.82443, -1.88536, 6.30349], [-0.76536, 3.77926, -3.13355], [0.56020, 5.97386, -0.71540], [2.06732, 0.60796, -0.13696], [1.21960, 5.02178, -1.39514], [-0.21209, 3.70576, -5.25842], [5.28678, -1.15515, 0.03931], [-4.19148, 2.38455, 0.48294], [0.33388, 0.57124, -1.41106], [-1.18766, 2.43640, -0.32534], [0.23268, -2.69368, 2.54452], [0.58289, 5.74531, 0.60608], [-3.04326, 4.03786, -0.06245], [-3.32979, -1.72255, 4.65556], [0.11108, -3.99214, 4.83219], [-2.92290, 0.90949, -0.55981], [-3.22241, -1.42812, 3.25562], [0.65674, -3.79302, 2.82578], [0.59999, -2.01011, -0.94523], [0.87170, 3.98846, 1.62719], [-2.36251, 2.14842, -0.93349], [-3.00399, -2.33333, 2.68440], [-1.52530, -0.41142, 2.30987], [-0.03792, 6.88476, -1.20125], [5.98072, -0.63730, 2.17399], [0.17120, -7.78859, -1.07275], [1.01461, -4.08773, 4.23860], [-0.63518, -6.33333, -2.61499], [0.58543, 5.47670, -4.57458], [1.44785, -5.08116, 4.23338], [-0.74265, 5.69569, -5.75396], [0.00089, 1.83162, -3.98628], [-2.06811, -0.43199, 3.25293], [1.49934, 3.06906, -0.57889], [0.94864, -4.61504, 1.97791], [-4.18199, -1.03037, 2.93668], [1.65338, -1.56147, 0.40660], [-0.04710, -7.59638, -2.40388], [1.78042, -3.35775, 4.48753], [-1.25907, 4.96544, -3.71133], [-0.80911, -4.77851, -1.07315], [-3.46552, 3.13555, -0.49154], [-2.59965, 4.91454, -4.01124]], "mulliken_charge": [-0.284, 0.269, 0.289, 0.879, 0.570, 0.882, -0.249, 0.106, 0.347, -0.529, 0.193, -0.482, -0.464, 0.299, -0.555, 0.205, 0.214, 0.526, 0.320, 0.531, 0.131, -0.298, -0.326, -0.339, 0.153, -0.555, 0.199, -0.322, -0.521, -0.068, 0.695, -0.560, -0.249, -0.401, -0.569, -0.352, -0.378, -0.195, -0.415, -0.351, 0.300, -0.381, 0.294, -0.334, -0.379, 0.806, 0.289, 0.244, 0.427, 0.279, -0.241, -0.557, -0.530, 0.614, -0.774, 0.296, 0.244, 0.325, 0.379, -0.442, 1.021, -0.180, -0.533, 0.306, 0.207, -0.325, 0.297, 0.468, 0.227, -0.359, -0.335]}

=====

Listing maximum force for the structures above in their given order: 6.44 3.41 2.01 eV/Å.